2 unconnected molecules or ions with the total composition C21H26N2O2S in a non-equilibrium geometry. Source: the OMol25 dataset; level of theory: the ωB97M-V functional and the def2-TZVPD basis.

Cartesian coordinates (Å):
C  3.50920  -1.46388  -0.27305
C  2.07440  -1.22418  0.22388
N  1.04304  -1.54096  -0.81927
C  1.22354  -2.96959  -1.23931
C  2.62645  -3.26285  -1.78669
C  3.45450  -1.95291  -1.74346
C  2.72079  -0.87601  -2.58320
C  1.31987  -0.66420  -2.00019
H  4.08930  -0.52676  -0.21780
H  4.00137  -2.22438  0.35762
H  1.85593  -1.83895  1.10880
H  1.93024  -0.17435  0.52185
H  1.00692  -3.59728  -0.36432
H  0.44751  -3.19480  -1.98573
H  3.10888  -4.03479  -1.16217
H  2.55185  -3.63393  -2.82310
H  4.45853  -2.12133  -2.13575
H  3.27567  0.07646  -2.54350
H  2.62983  -1.20151  -3.63305
H  0.53206  -0.85881  -2.74262
H  1.16875  0.37438  -1.67056
C  -1.73402  6.83738  1.13034
C  -1.81896  5.42008  0.63757
C  -3.03058  4.71006  0.70586
C  -3.12204  3.40444  0.22853
C  -1.98460  2.79186  -0.30866
S  -2.06655  1.13936  -0.97983
N  -1.49075  0.14902  0.26055
C  -1.21355  -1.08321  -0.04489
C  -1.23421  -2.06883  1.03957
C  -1.40602  -3.46387  0.92601
C  -1.27849  -4.27033  2.06881
C  -1.00778  -3.69542  3.31711
C  -0.91465  -2.30938  3.44345
C  -1.04984  -1.51205  2.31127
O  -3.46125  0.82065  -1.16790
O  -1.14232  1.08605  -2.09178
C  -0.76920  3.47319  -0.37721
C  -0.68949  4.77735  0.10111
H  -0.72403  7.21901  0.98816
H  -2.42954  7.47223  0.57733
H  -1.98340  6.90579  2.19182
H  -3.90481  5.20446  1.14232
H  -4.06221  2.85325  0.28270
H  -1.11909  -1.38745  -1.10569
H  -1.69853  -3.91538  -0.02827
H  -1.39827  -5.35492  2.00867
H  -0.85916  -4.33383  4.19313
H  -0.75355  -1.82869  4.40691
H  -1.05315  -0.43300  2.38428
H  0.11202  2.98047  -0.79296
H  0.25937  5.32231  0.06330

Summary:
lowest unoccupied orbital energy	0.30	eV
ΔE to the lowest compared entry with this formula, charge and spin	69.2	kcal per mole
E_HOMO	-8.660	eV
SMILES	Cc1ccc(S(=O)(=O)/N=C/c2ccccc2)cc1.C1CN2CCC1CC2